(1)
Below is a gas-phase ion, C4H14NSi (charge +1) in a non-equilibrium geometry, with properties calculated with wB97M-V/def2-TZVPD.

Bonds (Å) are listed after each position.
Geometry (Å):
1 C 1.9047 -0.3315 0.8045  C3 1.563, H7 1.021, H8 1.129, H9 1.220
2 C 0.7965 1.4511 -0.7688  C3 1.565, H10 1.069, H11 1.013, H12 1.011
3 C 0.6274 0.5037 0.4652  C1 1.563, C2 1.565, C4 1.525, H13 1.098
4 C -0.6416 -0.3418 0.4567  C3 1.525, N5 1.513, Si6 1.940, H14 1.285
5 N -0.2568 -1.3758 -0.5783  C4 1.513, H15 1.056, H16 0.996, H17 1.016
6 Si -2.4480 0.3110 0.1862  C4 1.940, H18 1.453, H19 1.529, H20 1.597
7 H 2.4513 0.1386 1.5277  C1 1.021
8 H 2.4248 -0.4326 -0.1926  C1 1.129
9 H 1.5660 -1.4642 1.1046  C1 1.220
10 H 0.8234 0.8371 -1.6437  C2 1.069
11 H 0.0243 2.1068 -0.7665  C2 1.013
12 H 1.6924 1.8933 -0.6117  C2 1.011
13 H 0.6600 1.2517 1.2678  C3 1.098
14 H -0.5956 -1.0052 1.5560  C4 1.285
15 H -0.2042 -0.9465 -1.5416  N5 1.056
16 H 0.5618 -1.8640 -0.2905  N5 0.996
17 H -0.9257 -2.1331 -0.6885  N5 1.016
18 H -2.5699 1.6918 0.6203  Si6 1.453
19 H -3.3578 -0.8204 0.6663  Si6 1.529
20 H -2.2435 0.4650 -1.3905  Si6 1.597

Values from the calculation:
**Structure (SMILES)**: CC(C)[C@H]([NH3+])[SiH3]
**Orbital gap**: 11.61 eV
**HOMO**: -15.1 eV
**Lowest unoccupied orbital energy**: -3.4583 eV
**Charge**: +1

***

(2)
Below is a gas-phase ion, C5H8N3O (charge +1) in a non-equilibrium geometry, with properties calculated with wB97M-V/def2-TZVPD.

Bonds (Å) are listed after each position.
Geometry (Å):
1 C 1.3258 -0.2927 0.7753  C3 1.575, C4 1.521, N6 1.498, H10 1.135
2 C 0.3361 -1.8258 -0.7589  N6 1.221, N7 1.410, H11 1.050
3 C 2.3793 0.5636 -0.0225  C1 1.575, O9 1.224, H12 1.093
4 C -0.0829 0.2339 0.9996  C1 1.521, C5 1.481, H13 1.142, H14 1.157
5 C -0.8925 0.1187 -0.2356  C4 1.481, N7 1.342, N8 1.325
6 N 1.2582 -1.5721 -0.0002  C1 1.498, C2 1.221
7 N -0.7864 -0.9990 -0.9704  C2 1.410, C5 1.342, H15 1.040
8 N -1.5388 1.2285 -0.5616  C5 1.325, H16 0.928, H17 0.964
9 O 2.0774 1.4856 -0.7691  C3 1.224
10 H 1.8109 -0.7709 1.6828  C1 1.135
11 H 0.2632 -2.7631 -1.2257  C2 1.050
12 H 3.4027 0.2407 0.1860  C3 1.093
13 H -0.7021 -0.2205 1.8450  C4 1.142
14 H 0.1072 1.3469 1.2538  C4 1.157
15 H -1.2708 -0.9375 -1.8883  N7 1.040
16 H -1.7955 1.4759 -1.4183  N8 0.928
17 H -1.3174 1.9369 0.0535  N8 0.964

Values from the calculation:
**Structure (SMILES)**: [NH2+]=C1C[C@H](C=O)N=CN1
**Orbital gap**: 9.50 eV
**HOMO**: -14.0 eV
**Lowest unoccupied orbital energy**: -4.5469 eV
**Charge**: +1